Entry 1:
A structure of composition C32H30BaN6O2PS2Se2Te2, computed with the ωB97M-V functional and the def2-TZVPD basis.

Summary:
HOMO level (eV): -3.2
E (eV): -223646.2549
E_LUMO (eV): 2.03
Total charge: -1
Spin multiplicity: 1
HOMO-LUMO gap (eV): 5.24
Energy above the lowest of the compared OMol25 structures with the same formula, charge and spin (kcal per mole): 18.7

Atoms and positions in Å:
Ba: -0.169 -0.056 1.041
C: -3.366 -4.060 3.307
N: -3.601 -3.690 1.929
C: -3.678 -4.581 0.867
C: -3.766 -3.868 -0.258
N: -3.709 -2.519 0.108
C: -3.627 -2.403 1.476
S: -3.675 -1.034 2.415
C: -3.598 -1.470 -0.842
C: -4.324 -1.561 -2.027
C: -4.146 -0.572 -2.978
C: -3.301 0.490 -2.689
C: -2.683 0.513 -1.453
N: -2.802 -0.455 -0.549
H: -3.963 -4.937 3.554
H: -3.650 -3.225 3.940
H: -2.309 -4.282 3.466
H: -3.613 -5.644 1.012
H: -3.712 -4.171 -1.289
H: -4.975 -2.407 -2.203
H: -4.658 -0.628 -3.930
H: -3.138 1.293 -3.395
H: -2.082 1.373 -1.176
Se: 2.719 -1.550 1.750
Te: 2.434 -2.695 -0.448
Te: -0.231 -3.241 -0.161
Se: -0.933 -3.376 -2.538
O: -0.977 2.385 0.745
C: 0.232 2.571 0.472
O: 1.169 1.945 1.036
C: 0.590 3.457 -0.693
C: 0.197 4.791 -0.699
C: 0.528 5.609 -1.763
C: 1.233 5.082 -2.838
C: 1.605 3.746 -2.840
C: 1.301 2.906 -1.764
P: 1.688 1.090 -1.708
C: 1.652 0.602 -3.477
C: 2.634 0.909 -4.424
C: 2.512 0.465 -5.731
C: 1.419 -0.310 -6.107
C: 0.460 -0.653 -5.166
C: 0.580 -0.203 -3.857
C: 3.479 1.122 -1.323
C: 4.323 0.128 -1.820
C: 5.659 0.085 -1.449
C: 6.171 1.032 -0.572
C: 5.337 2.018 -0.067
C: 4.000 2.064 -0.436
H: -0.373 5.175 0.139
H: 0.227 6.650 -1.761
H: 1.485 5.709 -3.684
H: 2.126 3.354 -3.699
H: 3.517 1.463 -4.126
H: 3.283 0.705 -6.454
H: 1.334 -0.665 -7.127
H: -0.367 -1.302 -5.425
H: -0.152 -0.531 -3.123
H: 3.930 -0.623 -2.493
H: 6.298 -0.696 -1.841
H: 7.212 0.994 -0.277
H: 5.724 2.751 0.630
H: 3.351 2.815 -0.009
C: -0.970 1.447 7.171
C: -1.904 0.542 6.362
C: -1.157 -0.436 5.513
N: -1.049 -0.344 4.237
N: -0.325 -1.369 3.674
C: 0.179 -2.186 4.527
N: 0.965 -3.236 4.154
S: -0.288 -1.820 6.173
H: -1.543 2.175 7.747
H: -0.295 1.988 6.507
H: -0.363 0.865 7.868
H: -2.516 1.132 5.681
H: -2.584 0.007 7.028
H: 1.473 -3.020 3.287
H: 1.547 -3.629 4.875

Entry 2:
A structure of composition C32H30BrCl3F5N3O2RuSSi, computed with the ωB97M-V functional and the def2-TZVPD basis.

Summary:
HOMO level (spin up / spin down) (eV): -4.6 / -4.6
E (eV): -184736.4345
E_LUMO (spin up / spin down) (eV): 1.83 / 1.83
<S²>: 0.757
Total charge: -1
Spin multiplicity: 2
HOMO-LUMO gap (spin up / spin down) (eV): 6.47 / 6.46
Energy above the lowest of the compared OMol25 structures with the same formula, charge and spin (kcal per mole): 18.3

Atoms and positions in Å:
Ru: 0.064 -0.254 -0.286
O: -1.294 -0.007 3.642
C: -1.108 -0.033 2.424
N: 0.058 -0.262 1.790
C: 1.121 -0.659 2.696
C: 2.464 -0.075 2.364
C: 3.093 0.777 3.259
C: 4.362 1.256 2.992
C: 4.993 0.868 1.820
C: 4.317 0.043 0.953
N: 3.088 -0.418 1.220
C: -2.291 0.181 1.509
C: -3.560 0.395 2.011
C: -4.606 0.525 1.112
C: -4.351 0.431 -0.247
C: -3.049 0.229 -0.670
N: -2.054 0.116 0.204
H: 1.217 -1.751 2.702
H: 0.861 -0.352 3.709
H: 2.564 1.055 4.159
H: 4.852 1.925 3.686
H: 5.983 1.216 1.564
H: 4.734 -0.258 0.003
H: -3.689 0.442 3.083
H: -5.615 0.691 1.468
H: -5.146 0.519 -0.975
H: -2.760 0.160 -1.711
C: -2.053 5.564 -5.316
C: -0.672 4.917 -5.484
C: -0.463 4.624 -6.970
C: 0.407 5.912 -5.035
C: -0.587 3.653 -4.631
C: -0.810 3.724 -3.263
C: -0.744 2.598 -2.470
Br: -1.106 2.929 -0.620
C: -0.454 1.294 -2.965
O: -0.496 0.188 -2.265
C: -0.179 1.244 -4.365
C: -0.273 2.401 -5.133
C: 0.224 -0.027 -5.140
C: 0.435 -1.291 -4.308
C: 1.559 0.242 -5.858
C: -0.859 -0.338 -6.182
H: -2.130 6.468 -5.927
H: -2.239 5.841 -4.277
H: -2.839 4.871 -5.622
H: -0.556 5.551 -7.542
H: -1.206 3.919 -7.347
H: 0.529 4.211 -7.161
H: 0.352 6.831 -5.625
H: 1.401 5.478 -5.157
H: 0.286 6.175 -3.983
H: -1.044 4.667 -2.786
H: -0.083 2.306 -6.194
H: 1.196 -1.141 -3.546
H: 0.773 -2.086 -4.981
H: -0.465 -1.620 -3.802
H: 2.331 0.494 -5.129
H: 1.493 1.059 -6.580
H: 1.876 -0.656 -6.395
H: -1.808 -0.554 -5.686
H: -0.573 -1.218 -6.766
H: -1.019 0.492 -6.874
Cl: 2.364 -3.222 0.835
Si: 2.051 -1.334 -0.113
Cl: 3.423 -1.556 -1.665
Cl: 1.826 1.351 -0.668
F: 1.564 -7.601 -0.683
C: 0.971 -6.400 -0.678
C: 1.245 -5.481 -1.671
F: 2.115 -5.792 -2.641
C: 0.622 -4.247 -1.654
F: 0.944 -3.395 -2.625
C: -0.279 -3.869 -0.663
S: -1.135 -2.332 -0.635
C: -0.534 -4.827 0.319
F: -1.364 -4.563 1.332
C: 0.073 -6.069 0.319
F: -0.191 -6.959 1.288

Entry 3:
A structure of composition C32H30CaN3O3S5, computed with the ωB97M-V functional and the def2-TZVPD basis.

Summary:
HOMO level (eV): -4.5
E (eV): -116902.2352
E_LUMO (eV): 2.45
Total charge: -1
Spin multiplicity: 1
HOMO-LUMO gap (eV): 6.98
Energy above the lowest of the compared OMol25 structures with the same formula, charge and spin (kcal per mole): 34.0

Atoms and positions in Å:
Ca: -0.791 -0.177 -1.630
C: 2.060 3.413 0.074
C: 1.604 2.104 -0.523
N: 0.377 1.954 -0.903
N: -0.374 3.116 -0.691
C: -1.634 3.077 -0.950
S: -2.721 1.886 -1.585
S: -2.512 4.581 -0.562
C: -1.302 5.491 0.409
C: -1.120 5.050 1.846
C: -1.601 3.839 2.333
C: -1.352 3.455 3.643
C: -0.623 4.277 4.490
C: -0.149 5.492 4.017
C: -0.397 5.871 2.707
C: 2.613 0.989 -0.596
C: 3.930 1.253 -0.488
C: 4.940 0.199 -0.370
C: 4.653 -1.106 -0.402
C: 3.266 -1.580 -0.652
C: 2.184 -0.464 -0.611
O: 1.240 -0.761 -1.515
H: 1.344 3.730 0.831
H: 2.067 4.199 -0.684
H: 3.040 3.339 0.528
H: -1.623 6.535 0.386
H: -0.336 5.432 -0.097
H: -2.171 3.188 1.685
H: -1.728 2.502 3.992
H: -0.428 3.973 5.510
H: 0.418 6.145 4.669
H: -0.015 6.818 2.343
H: 4.305 2.266 -0.444
H: 5.970 0.515 -0.246
H: 5.458 -1.832 -0.330
H: 3.220 -2.146 -1.589
C: 1.317 -2.671 -5.459
N: 0.257 -2.053 -4.694
C: -0.379 -2.832 -3.638
C: 0.063 -0.733 -4.751
O: -0.694 -0.104 -4.023
H: 2.212 -2.817 -4.848
H: 1.568 -2.041 -6.311
H: 0.986 -3.641 -5.832
H: -0.201 -3.886 -3.842
H: -1.452 -2.647 -3.626
H: 0.046 -2.600 -2.660
H: 0.643 -0.230 -5.541
O: -1.877 -1.921 -0.781
C: -1.581 -2.516 0.409
C: -1.905 -3.993 0.323
C: -1.621 -5.026 1.170
C: -2.112 -6.271 0.703
C: -2.752 -6.148 -0.496
S: -2.760 -4.532 -1.055
C: -2.384 -1.867 1.540
C: -3.212 -0.796 1.388
C: -3.784 -0.360 2.614
C: -3.381 -1.112 3.673
S: -2.304 -2.354 3.188
C: -0.079 -2.288 0.692
C: 0.422 -1.150 1.179
C: 1.853 -0.947 0.893
C: 2.545 -2.279 0.530
S: 1.164 -3.420 0.111
H: -1.064 -4.897 2.087
H: -1.989 -7.209 1.224
H: -3.213 -6.932 -1.074
H: -3.386 -0.338 0.427
H: -4.463 0.475 2.703
H: -3.666 -0.999 4.706
H: -0.221 -0.377 1.585
H: 2.413 -0.347 1.614
H: 3.179 -2.761 1.277

Entry 4:
A structure of composition C32H30F5MnNO2PSSe2, computed with the ωB97M-V functional and the def2-TZVPD basis.

Summary:
HOMO level (spin up / spin down) (eV): -3.4 / -3.7
E (eV): -234982.5615
E_LUMO (spin up / spin down) (eV): 2.21 / 2.20
<S²>: 8.767
Total charge: -1
Spin multiplicity: 6
HOMO-LUMO gap (spin up / spin down) (eV): 5.58 / 5.87

Atoms and positions in Å:
Mn: -1.995 -0.408 0.433
C: -3.491 -1.536 -2.157
C: -3.482 -0.116 -2.719
C: -4.557 0.743 -2.064
C: -2.087 0.514 -2.660
C: -1.960 1.829 -3.442
O: -1.412 2.772 -2.497
C: -1.342 2.133 -1.306
N: -1.686 0.903 -1.291
C: -0.879 3.013 -0.188
C: -1.042 4.381 -0.401
C: -0.675 5.306 0.562
C: -0.122 4.868 1.754
C: 0.057 3.512 1.968
C: -0.315 2.565 1.020
P: 0.043 0.789 1.365
C: 0.167 0.697 3.177
C: -0.889 1.141 3.973
C: -0.847 0.949 5.344
C: 0.228 0.296 5.931
C: 1.267 -0.170 5.140
C: 1.237 0.032 3.768
C: 1.780 0.679 0.809
C: 2.056 -0.202 -0.231
C: 3.356 -0.323 -0.712
C: 4.374 0.434 -0.162
C: 4.101 1.318 0.878
C: 2.812 1.438 1.359
H: -4.464 -2.005 -2.311
H: -3.339 -1.550 -1.062
H: -2.727 -2.160 -2.623
H: -3.691 -0.201 -3.796
H: -4.392 0.832 -0.986
H: -5.534 0.276 -2.200
H: -4.614 1.744 -2.495
H: -1.348 -0.215 -3.007
H: -2.918 2.231 -3.779
H: -1.266 1.763 -4.280
H: -1.474 4.719 -1.329
H: -0.825 6.360 0.376
H: 0.172 5.574 2.519
H: 0.481 3.181 2.906
H: -1.765 1.580 3.513
H: -1.677 1.290 5.948
H: 0.249 0.141 7.003
H: 2.106 -0.690 5.584
H: 2.054 -0.338 3.160
H: 1.269 -0.806 -0.677
H: 3.562 -1.016 -1.517
H: 5.384 0.339 -0.540
H: 4.896 1.911 1.311
H: 2.608 2.123 2.172
Se: -3.651 0.158 1.967
C: -0.420 -4.630 1.623
S: -0.856 -2.948 2.026
C: -2.321 -3.212 3.004
O: -1.343 -2.413 0.700
H: -0.129 -5.161 2.527
H: 0.411 -4.585 0.924
H: -1.278 -5.103 1.148
H: -2.031 -3.562 3.993
H: -2.972 -3.923 2.499
H: -2.812 -2.230 3.048
F: 5.995 -1.743 -4.490
C: 4.711 -1.906 -4.129
C: 3.758 -0.954 -4.454
F: 4.128 0.151 -5.122
C: 2.438 -1.146 -4.086
F: 1.579 -0.172 -4.434
C: 1.991 -2.262 -3.381
Se: 0.173 -2.476 -2.865
C: 2.980 -3.196 -3.080
F: 2.677 -4.316 -2.402
C: 4.309 -3.039 -3.437
F: 5.218 -3.974 -3.117

Entry 5:
A structure of composition C32H30IN4OPPdS, computed with the ωB97M-V functional and the def2-TZVPD basis.

Summary:
HOMO level (eV): -13.5
E (eV): -73371.9430
E_LUMO (eV): -5.89
Total charge: +2
Spin multiplicity: 1
HOMO-LUMO gap (eV): 7.62
Energy above the lowest of the compared OMol25 structures with the same formula, charge and spin (kcal per mole): 0.0

Atoms and positions in Å:
Pd: 0.141 -0.569 -0.706
I: 2.231 -1.815 0.007
C: 3.429 -0.430 1.015
C: 4.763 -0.629 0.786
C: 5.722 0.129 1.479
C: 5.301 1.043 2.395
C: 3.923 1.259 2.639
C: 3.557 2.190 3.640
C: 2.249 2.418 3.937
C: 1.258 1.762 3.193
C: 1.550 0.859 2.191
P: 0.054 0.213 1.381
C: -1.105 1.605 1.443
C: -0.708 2.814 0.868
C: -1.559 3.904 0.895
C: -2.814 3.796 1.486
C: -3.207 2.599 2.065
C: -2.352 1.503 2.052
C: -0.566 -1.129 2.410
C: 0.154 -1.594 3.504
C: -0.319 -2.678 4.233
C: -1.506 -3.296 3.872
C: -2.226 -2.838 2.773
C: -1.754 -1.766 2.039
C: 2.922 0.541 1.919
H: 5.093 -1.377 0.078
H: 6.774 -0.036 1.291
H: 6.017 1.622 2.965
H: 4.345 2.707 4.172
H: 1.964 3.110 4.717
H: 0.227 1.997 3.421
H: 0.276 2.910 0.424
H: -1.237 4.848 0.475
H: -3.474 4.653 1.516
H: -4.172 2.520 2.547
H: -2.656 0.586 2.537
H: 1.078 -1.113 3.801
H: 0.241 -3.035 5.087
H: -1.873 -4.136 4.445
H: -3.154 -3.320 2.493
H: -2.311 -1.413 1.180
N: -2.956 1.668 -2.396
C: -3.759 0.626 -1.997
C: -2.946 -0.235 -1.334
N: -1.668 0.277 -1.320
C: -1.699 1.422 -1.977
C: -0.515 2.230 -2.210
N: 0.697 1.773 -1.996
C: 1.542 2.812 -2.279
C: 0.825 3.905 -2.673
N: -0.490 3.520 -2.630
H: -3.257 2.450 -2.954
H: -4.812 0.596 -2.211
H: -3.194 -1.179 -0.881
H: 2.610 2.713 -2.199
H: 1.122 4.890 -2.986
H: -1.275 4.122 -2.817
O: 0.219 -1.621 -2.588
S: -0.801 -2.751 -2.805
C: -1.249 -2.657 -4.554
C: -1.146 -4.081 -5.086
C: 0.156 -4.634 -4.511
C: 0.150 -4.290 -3.021
H: -0.490 -2.002 -4.988
H: -2.231 -2.198 -4.646
H: -1.152 -4.081 -6.175
H: -1.998 -4.678 -4.754
H: 1.010 -4.161 -4.999
H: 0.245 -5.709 -4.657
H: 1.135 -4.090 -2.601
H: -0.348 -5.050 -2.419

Entry 6:
A structure of composition C32H30INO2PdS2, computed with the ωB97M-V functional and the def2-TZVPD basis.

Summary:
HOMO level (spin up / spin down) (eV): -12.7 / -12.9
E (eV): -72487.0407
E_LUMO (spin up / spin down) (eV): -5.55 / -9.44
<S²>: 6.035
Total charge: +2
Spin multiplicity: 5
HOMO-LUMO gap (spin up / spin down) (eV): 7.17 / 3.50
Energy above the lowest of the compared OMol25 structures with the same formula, charge and spin (kcal per mole): 0.0

Atoms and positions in Å:
Pd: 0.326 1.870 0.606
C: 2.840 5.595 0.837
C: 1.889 6.592 0.932
C: 0.549 6.258 0.927
C: 0.142 4.929 0.814
C: 1.106 3.918 0.702
C: 2.444 4.265 0.718
C: -1.272 4.560 0.794
C: -2.328 5.499 0.878
C: -3.620 5.080 0.790
C: -3.910 3.706 0.642
C: -5.218 3.184 0.558
C: -5.407 1.837 0.438
C: -4.306 0.960 0.405
C: -3.033 1.450 0.482
C: -2.804 2.833 0.601
N: -1.526 3.274 0.669
H: 3.895 5.837 0.860
H: 2.190 7.628 1.015
H: -0.186 7.045 1.021
H: 3.228 3.534 0.644
H: -2.113 6.547 1.011
H: -4.436 5.791 0.828
H: -6.061 3.861 0.599
H: -6.407 1.430 0.371
H: -4.476 -0.108 0.326
H: -2.179 -0.251 0.395
O: -1.902 0.664 0.449
S: -2.673 -3.700 0.927
C: -1.225 -3.129 1.863
C: -0.116 -4.183 1.792
C: 1.134 -3.744 1.022
C: 2.002 -2.721 1.770
S: 2.345 -1.021 1.091
O: 0.963 -0.376 0.869
C: 2.943 -1.475 -0.535
C: 2.437 -0.821 -1.647
C: 2.988 -1.077 -2.894
C: 4.035 -1.981 -3.021
C: 4.541 -2.624 -1.899
C: 4.007 -2.360 -0.647
C: -2.103 -3.960 -0.686
C: -2.642 -5.070 -1.372
C: -2.255 -5.312 -2.668
C: -1.351 -4.449 -3.296
C: -0.824 -3.342 -2.619
C: -1.190 -3.087 -1.319
H: -1.626 -2.991 2.867
H: -0.887 -2.157 1.491
H: -0.515 -5.090 1.337
H: 0.184 -4.460 2.804
H: 0.869 -3.384 0.026
H: 1.740 -4.639 0.879
H: 3.017 -3.101 1.886
H: 1.612 -2.492 2.764
H: 1.628 -0.109 -1.538
H: 2.616 -0.558 -3.769
H: 4.468 -2.174 -3.993
H: 5.364 -3.319 -1.995
H: 4.430 -2.833 0.231
H: -3.342 -5.728 -0.871
H: -2.648 -6.171 -3.195
H: -1.065 -4.632 -4.324
H: -0.130 -2.682 -3.120
H: -0.796 -2.217 -0.807
I: 5.403 1.028 0.636
C: 3.355 1.207 0.863
H: 3.038 1.596 1.821
H: 2.843 1.547 -0.030